{
  "formula": "C3H6N3O",
  "method": "wB97M-V/def2-TZVPD",
  "elements": ["C", "C", "C", "N", "N", "N", "O", "H", "H", "H", "H", "H", "H"],
  "xyz": [[-0.7591, -1.0028, 0.9629], [0.8977, 0.8030, 0.1600], [0.3785, 1.3200, -1.0695], [-0.1188, 1.9263, -1.9250], [-0.1812, -2.1172, 0.3980], [-0.2708, 0.2497, 0.9076], [-0.5469, 2.5100, -2.8475], [-1.7233, -1.2281, 1.4261], [1.7020, 0.0098, -0.1112], [1.2877, 1.7791, 0.6137], [0.7747, -2.0512, -0.0698], [-0.4987, -3.0963, 0.2975], [-0.9419, 0.8979, 1.2572]],
  "nbo_charge": [0.407, -0.308, 0.058, 0.275, -0.746, -0.499, -0.325, 0.251, 0.263, 0.297, 0.424, 0.464, 0.438],
  "charge": 1,
  "smiles": "N/C=[NH+]\\CC#[N+][O-]",
  "multiplicity": 1
}

***

{
  "formula": "C25H35IrN3",
  "method": "wB97M-V/def2-TZVPD",
  "elements": ["C", "C", "H", "H", "H", "H", "H", "H", "C", "C", "C", "C", "H", "H", "H", "H", "N", "C", "C", "N", "C", "C", "C", "H", "H", "C", "H", "H", "Ir", "C", "H", "H", "H", "C", "C", "C", "C", "C", "C", "C", "C", "N", "C", "C", "C", "C", "H", "H", "H", "H", "H", "H", "H", "H", "H", "H", "H", "H", "H", "H", "H", "H", "H", "H"],
  "xyz": [[-3.5388, -0.0971, -0.4379], [-3.8429, 1.1038, -1.3419], [-3.4879, -0.9876, -1.0624], [-4.3786, -0.2560, 0.2467], [-2.7178, -0.0380, 0.3087], [-3.1515, 1.1824, -2.1823], [-4.8567, 0.9374, -1.7332], [-3.8893, 2.0544, -0.8062], [0.2492, -2.7704, -0.0092], [1.2378, -3.7394, -0.1354], [2.4673, -3.4073, -0.7065], [2.6131, -2.1082, -1.1686], [-0.6974, -3.0657, 0.4248], [1.0191, -4.7513, 0.2085], [3.2676, -4.1413, -0.8076], [3.5275, -1.7435, -1.6299], [0.3835, -1.4919, -0.4122], [1.5430, -1.1848, -1.0569], [1.6042, 0.1763, -1.5452], [0.5954, 1.0125, -1.1359], [0.7421, 2.3387, -1.3909], [2.8697, 2.0133, -2.4834], [1.9056, 2.8675, -1.9389], [-0.0782, 2.9912, -1.1089], [2.0299, 3.9451, -1.9477], [2.6732, 0.6455, -2.3352], [3.3341, -0.0953, -2.7845], [3.7472, 2.4033, -2.9913], [-1.0668, 0.2204, -0.0172], [-1.7345, 2.0998, 0.2300], [-1.9436, 2.4540, -0.7909], [-1.0011, 2.7973, 0.6590], [-2.6484, 2.1448, 0.8487], [-0.2777, -0.5009, 6.7394], [-0.4649, 0.1685, 5.4055], [-0.6390, 1.5515, 5.3477], [-0.6658, 2.2054, 4.1164], [-0.8223, 3.6995, 4.0737], [-0.4920, 1.4494, 2.9558], [-0.6693, 0.0479, 2.9512], [-0.4152, -0.5598, 4.2211], [-1.1578, -0.6447, 1.8287], [-2.0668, -1.8479, 2.1009], [-1.3103, -2.9463, 2.8578], [-3.2276, -1.3671, 2.9656], [-2.6912, -2.4867, 0.8419], [0.6415, -0.1630, 7.2387], [-1.0999, -0.2770, 7.4308], [-0.2180, -1.5893, 6.6440], [-0.7118, 2.1241, 6.2715], [-1.6228, 4.0464, 4.7411], [0.0932, 4.2179, 4.3921], [-1.0626, 4.0486, 3.0636], [-0.2364, 1.9669, 2.0388], [-0.1178, -1.5976, 4.3097], [-1.4683, -2.8636, 3.9377], [-1.7140, -3.9323, 2.5998], [-0.2461, -2.9632, 2.6096], [-3.7888, -0.5839, 2.4420], [-3.8991, -2.2122, 3.1444], [-2.9030, -0.9876, 3.9391], [-3.7535, -2.2472, 0.7913], [-2.2151, -2.2006, -0.0987], [-2.6475, -3.5733, 0.9428]],
  "nbo_charge": [-0.574, -0.626, 0.243, 0.246, 0.141, 0.221, 0.251, 0.219, 0.041, -0.280, -0.144, -0.201, 0.206, 0.241, 0.248, 0.237, -0.567, 0.138, 0.117, -0.573, 0.052, -0.145, -0.274, 0.209, 0.244, -0.197, 0.236, 0.247, 1.242, -0.930, 0.241, 0.212, 0.222, -0.676, 0.160, -0.255, 0.173, -0.678, 0.004, 0.077, -0.048, -0.374, 0.124, -0.652, -0.619, -0.643, 0.284, 0.277, 0.241, 0.258, 0.275, 0.289, 0.242, 0.248, 0.262, 0.214, 0.252, 0.235, 0.220, 0.254, 0.207, 0.239, 0.222, 0.247],
  "charge": 2,
  "multiplicity": 6,
  "s_squared": 8.814
}

***

{
  "formula": "C3H6N2O",
  "method": "wB97M-V/def2-TZVPD",
  "elements": ["C", "C", "C", "H", "H", "H", "H", "H", "H", "N", "N", "O"],
  "xyz": [[-0.0198, 0.0557, 0.5481], [0.9395, -0.8112, -0.2620], [-0.8714, 0.0979, -0.7091], [-0.8304, 1.8550, 1.0036], [0.3690, 1.4817, 2.0055], [-0.6738, -0.6411, 1.1939], [1.0418, -1.7212, 0.3024], [1.8318, -0.2722, -0.4518], [-0.0293, -1.2453, -2.1605], [0.2101, 1.4344, 1.0090], [-0.0767, -0.8580, -1.2564], [-1.8907, 0.6241, -1.2224]],
  "nbo_charge": [-0.131, -0.226, 0.667, 0.373, 0.358, 0.190, 0.189, 0.203, 0.400, -0.812, -0.601, -0.610],
  "charge": 0,
  "smiles": "N[C@@H]1CNC1=O",
  "multiplicity": 1
}

***

{
  "formula": "C3H35O16",
  "method": "wB97M-V/def2-TZVPD",
  "elements": ["C", "O", "C", "C", "O", "H", "H", "H", "H", "H", "H", "H", "H", "H", "O", "H", "H", "O", "H", "H", "O", "H", "H", "O", "H", "H", "O", "H", "H", "O", "H", "H", "O", "H", "H", "O", "H", "H", "O", "H", "H", "O", "H", "H", "O", "H", "H", "O", "H", "H", "O", "H", "H", "O"],
  "xyz": [[0.3784, 0.9333, -2.3060], [0.5303, -0.4285, -1.9548], [-1.0516, 1.1432, -1.5842], [-1.8899, 2.3410, -2.1433], [-3.1238, 2.1917, -1.4644], [1.1586, 1.7064, -1.8138], [0.3519, 0.9139, -3.4013], [-0.9354, 1.1844, -0.4959], [-1.7522, 0.1138, -1.7822], [-1.5582, 3.4312, -2.0694], [-2.1874, 2.1191, -3.2397], [-2.9364, 2.4790, -0.5253], [2.5003, 1.7065, 0.3968], [1.0486, 1.1426, 0.8435], [1.7725, 1.8376, 1.0008], [0.5816, -0.5708, -0.8443], [1.1187, -1.5735, 0.4950], [0.7972, -0.6619, 0.5530], [-2.0793, -3.2969, -1.0182], [-2.7311, -2.9398, 0.2666], [-2.5443, -3.6283, -0.2612], [2.9661, 1.3957, -2.9930], [3.4103, 1.4185, -1.5247], [3.2263, 2.0191, -2.3094], [-1.1014, 3.2644, 1.4180], [-1.1983, 2.4150, 2.6407], [-1.6982, 2.6719, 1.8582], [-1.2293, -2.0634, -2.4791], [0.0535, -2.8706, -2.5833], [-0.7709, -2.7195, -2.8951], [2.4902, -0.6587, -1.9963], [3.6806, -1.4568, -1.6711], [3.1137, -1.3559, -2.3618], [1.2649, 2.1733, 3.1165], [1.0029, 3.2826, 1.9748], [1.0050, 3.1357, 3.0191], [0.2245, -0.6340, 3.7220], [0.7933, -0.4194, 2.1792], [0.6430, -0.0495, 3.1132], [2.0868, -2.7707, 1.4059], [2.9297, -2.4841, -0.0128], [2.6259, -3.1675, 0.6832], [-2.0057, -0.8406, 3.1382], [-2.1439, -2.3376, 2.9139], [-1.7445, -1.6671, 3.5686], [-3.5806, -0.2383, 0.4783], [-3.1471, 0.9964, 1.5058], [-3.8192, 0.4007, 1.0322], [-0.6260, -1.7306, 1.1876], [-1.9321, -0.8344, 0.5576], [-1.6429, -1.6894, 0.9069], [3.9257, -0.2932, 0.4960], [2.4087, -0.4596, 0.4573], [3.1957, -0.3610, -0.0562]],
  "nbo_charge": [-0.107, -0.843, -0.420, -0.086, -0.731, 0.189, 0.178, 0.198, 0.189, 0.165, 0.171, 0.467, 0.482, 0.519, -1.006, 0.506, 0.456, -1.190, 0.470, 0.470, -0.954, 0.478, 0.477, -0.949, 0.475, 0.505, -0.978, 0.470, 0.480, -0.943, 0.495, 0.450, -0.968, 0.508, 0.488, -1.007, 0.488, 0.504, -1.043, 0.469, 0.499, -0.970, 0.478, 0.494, -0.972, 0.462, 0.512, -0.970, 0.532, 0.476, -1.029, 0.473, 0.506, -1.012],
  "charge": -1,
  "multiplicity": 1
}

***

{
  "formula": "C5H8O2S",
  "method": "wB97M-V/def2-TZVPD",
  "elements": ["C", "C", "C", "C", "C", "H", "H", "H", "H", "H", "H", "H", "H", "O", "O", "S"],
  "xyz": [[0.4366, 1.9586, -0.5009], [1.0443, -0.0012, 0.6610], [0.2444, -1.1691, 0.0683], [0.2812, -1.5961, -1.2295], [-1.8430, -0.6840, 1.0038], [-0.0010, 1.4653, -1.3956], [1.5090, 2.3887, -0.8520], [-0.2975, 2.8523, -0.2986], [2.0807, -0.0162, 0.2003], [1.0813, -0.2871, 1.8814], [-0.4981, -2.2748, -1.5080], [1.3896, -1.4343, -1.7906], [-1.5766, 0.1002, 0.3348], [0.2712, 1.0915, 0.6857], [-0.9701, -1.7287, 0.7931], [-3.1520, -0.6652, 1.9467]],
  "nbo_charge": [-0.302, -0.131, 0.255, -0.435, 0.034, 0.187, 0.200, 0.215, 0.211, 0.203, 0.231, 0.223, 0.171, -0.531, -0.512, -0.020],
  "charge": 0,
  "smiles": "C=C(COC)OC=S",
  "multiplicity": 1
}

***

{
  "formula": "C5H5NOS",
  "method": "wB97M-V/def2-TZVPD",
  "elements": ["C", "C", "C", "C", "C", "N", "O", "S", "H", "H", "H", "H", "H"],
  "xyz": [[-0.8505, 1.0955, -0.4728], [0.2200, 1.8498, -0.4319], [-0.6661, -0.2974, -0.2639], [1.4807, 1.0994, -0.1443], [-0.7906, -1.5601, 0.0933], [1.5159, -0.1432, -0.6484], [2.4210, 1.5598, 0.4831], [2.6780, -1.1523, -0.1299], [-1.7619, 1.6038, -0.7558], [0.1730, 2.8834, -0.5030], [0.0417, -2.1490, 0.0125], [-1.8475, -1.8609, 0.4109], [3.1954, -0.2678, 0.7039]],
  "nbo_charge": [-0.327, -0.136, 0.306, 0.547, -0.447, -0.664, -0.640, 0.245, 0.249, 0.226, 0.251, 0.248, 0.141],
  "charge": 0,
  "multiplicity": 1
}

***

DFT total energy
In order: -9715.68034 -33779.08190 -8234.64412 -36437.61166 -20240.59036 -19634.45645
Unit: eV
ΔE to the lowest compared entry with this formula, charge and spin
In order: 70.33 0.00 47.38 111.42 100.03 104.59
Unit: kcal per mole